Formula: C7H10ClN4OS
Source: the Open Molecules 2025 dataset
Level of theory: ωB97M-V with the def2-TZVPD basis set

Last column: Mulliken charge in e.
Atoms and positions in Å:
C1 0.49142 0.08116 1.70028  -0.35
C2 -0.63031 1.60846 0.45214  0.43
C3 -1.32790 -1.26513 -0.71182  -0.02
C4 0.13972 -1.10795 1.21509  -0.34
C5 0.59789 0.13430 -1.20324  0.78
C6 -2.27253 -1.32589 1.54717  -1.05
C7 2.70353 1.19644 -1.60583  -0.71
N1 -0.33541 1.16285 1.57666  -0.35
N2 -0.02911 -1.04302 -1.38080  -0.09
N3 -1.15403 -1.18458 0.65202  0.17
N4 0.03872 1.29774 -0.79087  -0.26
O1 1.80365 0.10735 -1.59849  -0.35
S1 -2.66862 -1.32381 -1.50344  -0.24
Cl1 -1.73143 2.79238 0.05937  -0.11
H1 1.43081 0.10592 2.31966  0.40
H2 0.72803 -2.02919 1.45969  0.43
H3 -1.98819 -0.88232 2.58727  0.30
H4 -3.05192 -0.54276 1.32043  0.36
H5 -2.39910 -2.34255 1.71165  0.45
H6 3.69848 0.81506 -1.58478  0.27
H7 2.45189 1.89939 -0.70882  0.33
H8 2.74552 1.67891 -2.55400  0.33
H9 0.38955 -1.87173 -1.67291  0.27
H10 0.36933 2.03897 -1.28641  0.37

Output
**Gap between HOMO and LUMO**: 0.3105 Ha
**Relative energy (zero: lowest compared OMol25 entry of this formula, charge and spin)**: 20.8 kJ/mol
**LUMO energy**: -3.93 eV
**HOMO**: -12.383 eV
**Charge**: +1
**E_tot**: -1425.033685 a.u.

Formula: C20H19N4O2Ru
Source: the Open Molecules 2025 dataset
Level of theory: ωB97M-V with the def2-TZVPD basis set

Last column: Mulliken spin population.
Atoms and positions in Å:
Ru1 -0.12165 0.27134 -0.20483  2.73
C1 1.13366 0.22619 3.94964  0.00
C2 1.03442 0.44050 2.48775  0.26
N1 -0.17054 0.14127 1.77185  0.21
N2 -1.09331 -0.59201 2.34311  0.33
C3 -1.99825 -0.98681 1.42435  0.04
O1 -1.75705 -0.73719 0.14826  0.17
C4 -3.16534 -1.70071 1.81791  0.07
C5 -4.09177 -2.12003 0.84090  0.06
C6 -5.21094 -2.82058 1.22203  -0.01
C7 -5.41945 -3.11214 2.57169  0.12
C8 -4.51343 -2.70149 3.54674  -0.04
C9 -3.38814 -1.99964 3.18072  0.09
C10 2.02847 0.93225 1.64939  0.23
C11 3.28593 1.39292 2.08892  0.16
C12 4.20091 1.86231 1.17817  0.01
C13 3.88011 1.88492 -0.18372  0.15
C14 2.64384 1.42852 -0.58065  0.07
N3 1.73732 0.95790 0.29145  0.11
H1 0.19059 -0.13077 4.35123  0.01
H2 1.39782 1.15737 4.45644  0.02
H3 1.90858 -0.50834 4.18208  0.02
H4 -3.91290 -1.88709 -0.19899  0.00
H5 -5.92703 -3.14904 0.48196  0.00
H6 -6.29937 -3.67035 2.86430  0.00
H7 -4.69319 -2.93707 4.58621  0.00
H8 -2.67252 -1.67843 3.92335  0.00
H9 3.51374 1.37357 3.14524  0.02
H10 5.16726 2.21442 1.51303  0.00
H11 4.57977 2.24372 -0.92383  0.00
H12 2.35538 1.42347 -1.62391  0.01
O2 -0.25252 0.37770 -2.34251  0.03
C15 -1.04236 1.40410 -2.99936  0.00
C16 -1.55955 2.37871 -1.97517  0.02
C17 -2.35498 3.43755 -2.37889  0.00
C18 -2.80700 4.32926 -1.42285  0.00
C19 -2.45278 4.13933 -0.09247  0.00
C20 -1.66163 3.06000 0.22912  0.00
N4 -1.22021 2.19351 -0.69744  0.11
H13 -0.15866 -0.39579 -2.91165  0.00
H14 -1.86880 0.92816 -3.52669  0.00
H15 -0.40656 1.91489 -3.72244  0.00
H16 -2.61451 3.55982 -3.42263  0.00
H17 -3.42960 5.16570 -1.71124  0.00
H18 -2.78739 4.81588 0.68049  0.00
H19 -1.36050 2.86311 1.25015  0.00

Output
**Gap between HOMO and LUMO (alpha / beta)**: 0.2492 / 0.2176 Ha
**Relative energy (zero: lowest compared OMol25 entry of this formula, charge and spin)**: 8.7 kJ/mol
**LUMO energy (alpha / beta)**: -6.06 / -9.07 eV
**HOMO (alpha / beta)**: -12.836 / -14.992 eV
**Spin multiplicity**: 6
**Charge**: +2
**E_tot**: -1237.291361 a.u.

Formula: C6H10N4O2
Source: the Open Molecules 2025 dataset
Level of theory: ωB97M-V with the def2-TZVPD basis set

Last column: Mulliken charge in e.
Atoms and positions in Å:
C1 -1.54650 -1.47080 -2.53391  0.34
C2 -1.99116 -0.23377 -1.78478  0.38
C3 -0.72640 0.89181 1.67302  -1.51
C4 0.40870 -1.36874 1.16535  -1.60
C5 1.74597 0.82240 1.12108  -1.76
C6 0.38914 0.09706 0.90499  1.45
N1 -1.08701 -2.19503 -3.29907  -0.41
N2 -0.03007 0.24595 -0.47331  0.96
N3 0.63037 0.57141 -2.62384  -0.52
N4 -1.26706 -0.04141 -0.63808  -0.67
O1 0.84603 0.75146 -1.29228  -0.05
O2 -3.00853 0.35073 -2.09198  -0.51
H1 -0.51412 1.09549 2.72116  0.41
H2 -0.92389 1.85211 1.24590  0.44
H3 -1.70990 0.35783 1.70798  0.33
H4 1.12014 -1.62940 2.06075  0.30
H5 0.82981 -1.96250 0.30983  0.38
H6 -0.49689 -1.88743 1.25121  0.42
H7 1.50833 1.79435 0.78849  0.49
H8 1.80655 0.72604 2.17021  0.52
H9 2.57381 0.34756 0.70209  0.40
H10 1.44269 0.88486 -3.08483  0.21

Output
**Gap between HOMO and LUMO (alpha / beta)**: 0.3434 / 0.2849 Ha
**Relative energy (zero: lowest compared OMol25 entry of this formula, charge and spin)**: 741.0 kJ/mol
**LUMO energy (alpha / beta)**: -0.39 / -0.61 eV
**HOMO (alpha / beta)**: -9.738 / -8.360 eV
**Charge**: 0
**E_tot**: -603.855380 a.u.

Formula: C27H63ClN2O16S5Si
Source: the Open Molecules 2025 dataset
Level of theory: ωB97M-V with the def2-TZVPD basis set

Last column: Mulliken charge in e.
Atoms and positions in Å:
C1 -0.19331 0.80074 -5.79460  -1.27
C2 -1.53843 1.54898 -5.81415  0.68
Cl1 -2.21649 1.49253 -7.47665  -0.22
C3 -2.51460 0.91189 -4.84310  -1.21
C4 -2.04252 0.98308 -3.38109  -0.62
C5 -1.71943 2.40159 -2.95499  -0.54
O1 -2.88768 3.17074 -3.15807  -0.14
C6 -2.84083 4.49921 -2.69427  0.62
S1 -4.03960 5.42431 -3.76851  -0.27
C7 -3.46616 4.66537 -1.28646  -1.33
C8 -3.12601 3.57046 -0.33019  -0.01
N1 -3.82517 2.54075 -0.21042  -0.61
C9 -1.47894 5.21005 -2.86261  -1.87
C10 -0.51014 5.09756 -1.67840  0.41
O2 0.82759 5.03844 -2.16427  -0.31
Si1 1.81964 6.37143 -1.89555  0.44
C11 2.79798 6.61500 -3.49917  -1.16
C12 3.07413 5.90067 -0.56184  -0.91
C13 0.92821 7.99054 -1.56283  -1.21
N2 -2.94195 0.36132 -2.41552  -0.05
C14 -3.16046 -1.06596 -2.65636  -0.33
C15 -2.95868 -1.83520 -1.37498  0.06
O3 -1.91887 -1.88601 -0.82958  -0.38
O4 -4.05855 -2.46204 -0.92048  -0.50
H1 -0.40312 -0.22973 -5.52464  0.27
H2 0.51077 1.24869 -5.10470  0.26
H3 0.21473 0.79908 -6.79549  0.49
H4 -1.37229 2.58642 -5.56628  0.07
H5 -3.49338 1.38528 -4.91099  0.37
H6 -2.61324 -0.12069 -5.17083  0.57
H7 -1.10000 0.43546 -3.31128  0.42
H8 -1.40289 2.32261 -1.91505  0.19
H9 -0.86462 2.71889 -3.55284  0.54
H10 -3.28649 5.60691 -4.87176  0.16
H11 -4.54193 4.59908 -1.44660  0.66
H12 -3.27777 5.66684 -0.91254  0.36
H13 -2.22165 3.69619 0.27072  0.49
H14 -3.38061 1.95157 0.49424  0.26
H15 -1.02279 4.86470 -3.78233  0.58
H16 -1.68790 6.26313 -3.01991  0.65
H17 -0.68108 5.84879 -0.90791  0.29
H18 -0.69509 4.13803 -1.19961  -0.23
H19 3.60480 5.89924 -3.61452  0.32
H20 3.13724 7.64077 -3.60047  0.36
H21 2.08593 6.47014 -4.31398  0.30
H22 2.94778 6.41445 0.38532  0.43
H23 3.01093 4.82348 -0.42910  0.01
H24 4.06538 6.07443 -0.96744  0.37
H25 1.65954 8.77904 -1.42542  0.46
H26 0.20466 8.24611 -2.32965  0.34
H27 0.41544 7.91791 -0.60293  0.33
H28 -3.83918 0.82944 -2.49357  0.29
H29 -4.17724 -1.21806 -3.01678  0.38
H30 -2.49674 -1.49294 -3.40225  0.35
H31 -3.72731 -3.15456 -0.32439  0.38
O5 4.32600 -3.44321 1.03157  -0.66
S2 3.26398 -4.37928 1.24010  1.21
O6 2.85178 -5.26562 0.19745  -0.59
O7 1.99428 -3.60179 1.80112  -0.17
C16 1.47713 -2.49469 1.02931  -0.40
C17 0.73129 -2.93778 -0.21344  -0.86
C18 3.59470 -5.33362 2.68359  -0.97
H32 2.28688 -1.80515 0.78310  0.38
H33 0.79459 -1.96608 1.69360  0.17
H34 1.40065 -3.42170 -0.92583  0.42
H35 0.27994 -2.08433 -0.70303  0.30
H36 -0.04703 -3.65611 0.04186  0.19
H37 3.88225 -4.66690 3.49190  0.33
H38 4.41222 -6.00894 2.43995  0.38
H39 2.70569 -5.90480 2.94110  0.29
O8 -1.21090 -8.95800 3.50038  -0.65
S3 -0.00604 -9.60218 3.07820  1.21
O9 1.26719 -8.98821 3.29689  -0.57
O10 -0.14358 -9.98932 1.53951  -0.25
C19 -0.45605 -8.93420 0.60713  -0.49
C20 0.72351 -8.01811 0.35454  -0.69
C21 0.04195 -11.24243 3.71649  -0.97
H40 -1.32639 -8.37582 0.95715  0.33
H41 -0.74295 -9.42965 -0.31882  0.28
H42 0.99639 -7.46708 1.25278  0.10
H43 0.48688 -7.29152 -0.42259  0.40
H44 1.59814 -8.59231 0.04885  0.28
H45 -0.91314 -11.72482 3.52805  0.33
H46 0.22266 -11.16382 4.78652  0.37
H47 0.85647 -11.78120 3.23969  0.31
O11 -1.57165 0.65820 3.80623  -0.54
S4 -2.40506 -0.37600 4.33906  1.11
O12 -3.22962 -0.14582 5.48269  -0.61
O13 -1.51987 -1.67839 4.58649  -0.19
C22 -0.36105 -1.55956 5.43377  -0.22
C23 -0.72137 -1.43923 6.90184  -1.17
C24 -3.38633 -1.02485 3.03399  -0.83
H48 0.25450 -0.71981 5.10500  0.27
H49 0.21761 -2.46728 5.27127  0.30
H50 -1.25392 -0.51122 7.10531  0.33
H51 0.17999 -1.45191 7.51530  0.39
H52 -1.37130 -2.26019 7.20509  0.29
H53 -2.74096 -1.22568 2.18152  0.13
H54 -4.13134 -0.27496 2.77546  0.39
H55 -3.87884 -1.93252 3.37371  0.37
O14 4.92450 3.44205 0.59581  -0.63
S5 4.37378 2.19788 1.03678  1.17
O15 3.45537 1.47257 0.21598  -0.54
O16 3.72755 2.40829 2.48015  -0.30
C25 2.72847 3.43628 2.62288  -0.42
C26 1.40957 3.04079 1.99126  -0.85
C27 5.67185 1.11381 1.52574  -1.05
H56 3.09993 4.37825 2.21428  0.28
H57 2.59671 3.57991 3.69389  0.35
H58 1.50590 2.94414 0.90995  0.21
H59 0.64444 3.79076 2.19585  0.41
H60 1.07339 2.07717 2.37519  0.31
H61 6.35783 1.65118 2.17482  0.34
H62 6.17956 0.79407 0.61814  0.38
H63 5.24030 0.25456 2.03252  0.33

Output
**Gap between HOMO and LUMO**: 0.3462 Ha
**LUMO energy**: 0.22 eV
**HOMO**: -9.202 eV
**Charge**: 0
**E_tot**: -5120.536669 a.u.

Formula: C6H7FS
Source: the Open Molecules 2025 dataset
Level of theory: ωB97M-V with the def2-TZVPD basis set

Last column: Mulliken charge in e.
Atoms and positions in Å:
C1 0.93093 -0.24562 0.30091  0.16
C2 0.24382 -1.60656 0.03912  -0.20
C3 -1.06076 -1.37304 -0.33524  -0.87
C4 -1.43962 -0.08813 -0.04053  0.66
C5 -0.24831 0.66534 0.22904  -0.18
C6 -0.08641 2.02383 0.25222  -1.02
H1 3.14857 -0.56159 -0.32768  0.14
H2 1.52572 -0.16563 1.23807  0.35
H3 0.74405 -2.63172 0.21771  0.32
H4 -1.72877 -2.03885 -0.83747  0.43
H5 -2.05011 0.02648 0.88981  0.14
H6 0.89836 2.42120 0.29471  0.34
H7 -0.90360 2.71758 -0.00906  0.30
F1 -2.13703 0.59473 -1.10611  -0.33
S1 2.16317 0.26198 -0.80549  -0.24

Output
**Gap between HOMO and LUMO**: 0.3556 Ha
**Relative energy (zero: lowest compared OMol25 entry of this formula, charge and spin)**: 202.1 kJ/mol
**LUMO energy**: 0.60 eV
**HOMO**: -9.077 eV
**Charge**: 0
**E_tot**: -730.787676 a.u.

Formula: C2H4N2O2
Source: the Open Molecules 2025 dataset
Level of theory: ωB97M-V with the def2-TZVPD basis set

Last column: Mulliken charge in e.
Atoms and positions in Å:
C1 0.24912 -1.21562 0.56592  0.16
C2 -1.18480 0.22018 -0.82793  0.15
H1 1.72374 0.90245 -0.27501  0.24
H2 0.70591 1.58855 1.09685  0.23
H3 1.39558 -1.21908 0.78863  0.27
H4 -1.00667 1.35112 -1.15523  0.29
N1 0.78561 1.05484 0.19339  -0.70
N2 -0.10073 0.02036 0.04526  0.27
O1 -0.53751 -2.13446 0.62410  -0.48
O2 -2.03025 -0.56835 -1.05597  -0.44

Output
**Gap between HOMO and LUMO**: 0.3839 Ha
**Relative energy (zero: lowest compared OMol25 entry of this formula, charge and spin)**: 267.6 kJ/mol
**LUMO energy**: 0.55 eV
**HOMO**: -9.894 eV
**Charge**: 0
**E_tot**: -338.551280 a.u.